[1]
{
  "formula": "C12H14Cl2FNO5S",
  "method": "ωB97M-V with the def2-TZVPD basis set",
  "symbols": ["C", "S", "O", "O", "C", "C", "C", "C", "C", "F", "C", "C", "C", "C", "O", "Cl", "N", "Cl", "H", "H", "H", "H", "H", "H", "H", "H", "H", "H", "H", "C", "C", "O", "O", "H", "H", "H"],
  "xyz": [[4.38281, -0.62234, -0.61387], [3.60834, 0.90520, 0.10230], [3.89771, 0.86627, 1.53514], [4.19719, 2.03135, -0.61491], [1.80563, 0.69487, -0.16190], [1.28409, -0.67772, -0.05062], [-0.14361, -0.97027, -0.23562], [-0.77298, -2.37419, -0.08465], [-1.50388, -2.72482, -1.45009], [-0.61177, -2.27983, -2.49443], [-1.03636, 0.15170, -0.58054], [-0.45962, 1.48722, -0.67243], [-1.45152, 2.64960, -1.03437], [-1.51252, 2.72110, -2.60505], [-0.65610, 3.30457, -3.19286], [-2.84942, 1.90439, -3.53448], [0.90392, 1.70154, -0.44612], [1.43332, 3.32918, -0.53619], [3.69314, -0.93428, -1.45101], [4.54011, -1.41483, 0.15612], [5.34990, -0.32845, -1.11285], [1.96168, -1.52659, 0.20619], [-0.01211, -3.17680, 0.13236], [-1.53612, -2.27815, 0.73712], [-2.43119, -2.10978, -1.55865], [-1.67443, -3.82086, -1.58515], [-2.11864, -0.03411, -0.75782], [-1.20096, 3.61926, -0.54115], [-2.46415, 2.34801, -0.63326], [-2.10629, -0.57216, 3.90525], [-2.06737, -0.04856, 2.47019], [-2.50907, -0.83131, 1.58365], [-1.59883, 1.10304, 2.33059], [-2.52532, -1.57887, 3.94957], [-1.09517, -0.59915, 4.31695], [-2.72041, 0.08580, 4.52259]],
  "forces_ev_per_a": [[-0.8, 0.1, -1.2], [3.5, 0.6, 1.4], [-1.3, -0.2, -1.6], [-1.6, -1.2, 0.1], [-2.3, -2.7, 0.0], [-1.2, 1.7, -0.3], [0.2, 1.8, -0.2], [0.2, -0.1, -0.9], [0.9, 0.9, 0.4], [-0.8, -0.7, 0.6], [3.0, 0.2, 0.6], [-1.3, -1.7, 0.3], [-0.8, -1.4, 0.4], [1.1, 1.0, 0.2], [-0.8, -0.6, 0.1], [0.7, 0.4, 1.1], [-0.8, -0.7, -0.2], [0.2, -0.4, 0.1], [0.8, 0.0, 0.9], [-0.3, 0.8, -0.6], [-1.0, 0.1, 0.9], [-0.6, 1.0, -0.3], [-0.6, 1.0, -0.1], [0.6, -0.1, -0.6], [0.7, -0.8, 0.0], [0.1, 1.0, 0.1], [1.1, 0.4, 0.3], [0.0, -0.8, -0.9], [1.2, 0.1, -0.3], [-0.1, -0.3, 0.2], [0.0, 0.1, 0.7], [0.0, 0.3, -0.4], [0.0, -0.2, -0.7], [0.0, 0.1, 0.0], [0.0, 0.1, 0.0], [0.1, 0.1, 0.0]],
  "fmax_ev_per_a": 3.8,
  "multiplicity": 1,
  "total_energy_ev": -62991.2330
}

[2]
{
  "formula": "C12H14Cl3LiN2",
  "method": "ωB97M-V with the def2-TZVPD basis set",
  "symbols": ["Li", "C", "N", "C", "C", "C", "C", "C", "C", "C", "C", "N", "C", "C", "C", "H", "H", "H", "H", "H", "H", "H", "H", "H", "H", "H", "H", "H", "H", "Cl", "Cl", "Cl"],
  "xyz": [[-0.85473, 1.19700, 2.07732], [-4.24444, 0.50690, -2.11450], [-2.78465, 0.12787, -2.04583], [-1.78695, 0.98638, -2.32050], [-0.43920, 0.74734, -1.94475], [-0.10170, -0.40775, -1.25701], [-1.15917, -1.32506, -1.01638], [-2.45698, -0.96005, -1.35822], [1.11036, -0.45568, -0.47751], [1.74926, 0.73899, -0.18234], [2.63356, 0.70837, 0.88282], [2.90933, -0.34293, 1.55392], [2.30628, -1.50766, 1.24777], [1.41021, -1.64505, 0.15714], [3.91338, -0.24450, 2.65558], [-4.27771, 1.61277, -2.09728], [-4.72991, 0.04879, -1.25581], [-4.74179, 0.09838, -3.01560], [-2.24454, 1.92009, -2.69310], [0.20139, 1.55844, -2.25217], [-1.07841, -2.22672, -0.34883], [-3.27816, -1.65493, -1.08748], [1.43238, 1.68508, -0.54672], [3.02652, 1.65760, 1.19108], [2.62484, -2.30657, 1.90689], [0.85504, -2.54290, -0.10411], [4.23572, 0.75231, 2.84112], [4.72938, -0.85847, 2.35774], [3.44868, -0.65226, 3.55051], [-1.68725, 2.45190, 0.37883], [0.94221, 1.27109, 3.19613], [-1.66294, -0.93878, 2.12131]],
  "forces_ev_per_a": [[-0.7, -0.2, -0.2], [0.6, 0.2, -0.6], [0.2, 0.3, 0.8], [-0.4, 0.7, 0.1], [-2.4, 0.5, -1.5], [-2.0, 0.1, -0.5], [-0.4, 0.2, 0.6], [0.0, -2.7, 0.4], [-0.1, 0.3, -0.5], [0.3, -1.4, 1.1], [-1.0, 3.6, -2.0], [0.9, -1.8, 0.9], [-0.4, -1.3, -0.9], [1.8, 0.6, 2.4], [-1.4, -1.3, 0.1], [-0.2, -0.7, 0.1], [0.1, 0.4, 0.1], [0.6, 0.3, 0.3], [1.3, -0.3, 0.0], [0.4, -0.2, 0.4], [0.0, 1.3, -0.9], [0.6, 0.8, -0.1], [-0.1, 0.5, -0.3], [0.4, 0.0, 0.3], [-0.4, -0.2, -0.2], [0.6, 0.1, 0.5], [-0.1, 0.8, -0.2], [0.8, -0.4, -0.1], [0.0, 0.1, 0.0], [0.1, 0.1, -0.3], [0.8, 0.3, 0.4], [0.0, -0.3, -0.4]],
  "fmax_ev_per_a": 4.3,
  "multiplicity": 1,
  "total_energy_ev": -53425.2174
}

[3]
{
  "formula": "C12H14Cl4F3N2O3PS2",
  "method": "ωB97M-V with the def2-TZVPD basis set",
  "symbols": ["O", "P", "O", "O", "C", "C", "C", "C", "S", "C", "N", "S", "N", "C", "C", "C", "F", "F", "F", "H", "H", "H", "H", "H", "H", "Cl", "C", "C", "Cl", "H", "H", "H", "H", "Cl", "C", "C", "Cl", "H", "H", "H", "H"],
  "xyz": [[2.52218, -1.58371, -0.73868], [2.25923, -0.36487, -1.51713], [3.26642, 0.81180, -1.18118], [2.41762, -0.52090, -3.09821], [0.60774, 0.29293, -1.20188], [-0.53083, -0.71014, -1.23923], [-0.36057, -1.93437, -1.96675], [-1.29828, -2.90339, -2.02669], [-0.97316, -4.42266, -2.87799], [-2.52083, -2.69630, -1.33971], [-3.55345, -3.53541, -1.26403], [-4.64579, -2.80644, -0.34870], [-3.90516, -1.43877, -0.00813], [-2.71696, -1.47905, -0.62036], [-1.70588, -0.47462, -0.58511], [-1.98006, 0.77279, 0.22075], [-3.27583, 1.13203, 0.17581], [-1.66290, 0.58344, 1.52448], [-1.28025, 1.85073, -0.20438], [3.68323, 0.57256, -0.33206], [1.60482, -0.32575, -3.57621], [0.70346, 0.72592, -0.20667], [0.40471, 1.13484, -1.86798], [0.56952, -2.13095, -2.47926], [-1.83113, -4.22432, -3.88611], [4.27374, 0.13860, 1.81736], [5.10457, -1.39574, 1.43038], [5.09980, -2.34350, 2.59891], [6.12319, -1.76558, 3.94090], [6.11555, -1.15341, 1.11432], [4.55967, -1.83959, 0.59715], [5.49839, -3.30525, 2.28259], [4.09455, -2.48741, 2.98500], [-2.62343, 6.29649, 2.94640], [-3.50680, 4.83338, 2.43715], [-3.08468, 4.35694, 1.07243], [-3.58202, 5.48284, -0.21931], [-4.56900, 5.06084, 2.46528], [-3.29210, 4.05940, 3.17197], [-3.55648, 3.40240, 0.85838], [-2.00641, 4.23940, 1.01045]],
  "forces_ev_per_a": [[0.1, 0.0, -0.1], [0.0, -0.4, 0.3], [-0.1, -0.1, -0.1], [-0.2, 0.1, 0.0], [0.1, 0.0, -0.2], [0.2, 0.1, 0.1], [0.3, 0.3, 0.1], [-0.3, -0.4, -0.3], [0.2, -0.1, 0.0], [0.1, 0.2, 0.1], [-0.2, 0.0, 0.1], [0.0, -0.2, -0.1], [0.0, 0.1, 0.1], [-0.2, -0.1, 0.0], [-0.1, 0.2, 0.0], [-0.1, 0.1, 0.2], [0.4, -0.1, 0.0], [-0.1, 0.1, -0.4], [-0.2, -0.2, 0.2], [0.2, 0.3, 0.1], [0.1, 0.0, -0.2], [0.0, 0.0, 0.0], [0.0, 0.0, 0.0], [0.1, 0.1, 0.0], [-0.2, 0.0, 0.0], [0.0, 0.1, 0.0], [0.0, -0.3, -0.2], [0.0, 0.0, 0.0], [0.0, 0.0, 0.0], [0.0, 0.1, 0.1], [-0.1, 0.0, 0.0], [0.0, 0.0, 0.0], [0.0, 0.0, 0.0], [0.0, 0.0, 0.0], [0.0, 0.0, 0.0], [0.0, 0.0, 0.0], [0.0, 0.0, 0.0], [0.0, 0.0, 0.0], [0.0, 0.0, 0.0], [0.0, 0.0, 0.0], [0.0, 0.0, 0.0]],
  "fmax_ev_per_a": 0.6,
  "multiplicity": 1,
  "total_energy_ev": -110999.0085
}

[4]
{
  "formula": "C12H14ClIN2Pb",
  "method": "ωB97M-V with the def2-TZVPD basis set",
  "symbols": ["C", "C", "H", "H", "H", "H", "H", "H", "C", "C", "C", "C", "H", "H", "H", "H", "N", "C", "C", "N", "C", "C", "C", "H", "H", "C", "H", "H", "Pb", "I", "Cl"],
  "xyz": [[0.22710, 1.42074, 3.00680], [0.21490, -1.34516, 3.08190], [1.26430, 1.76024, 3.00360], [-0.04540, 1.02104, 3.98440], [-0.46420, 2.22614, 2.73760], [0.38900, -2.32336, 2.62320], [1.07630, -1.07846, 3.69380], [-0.70210, -1.35326, 3.67520], [0.17070, 2.65364, -0.12010], [0.25320, 3.45634, -1.25120], [0.16400, 2.85154, -2.50320], [-0.00290, 1.47424, -2.57540], [0.25330, 3.06744, 0.87900], [0.39340, 4.52684, -1.14660], [0.23240, 3.44214, -3.41150], [-0.05730, 0.98564, -3.54100], [0.00420, 1.32694, -0.18720], [-0.08010, 0.72474, -1.39650], [-0.22570, -0.74366, -1.38610], [-0.19170, -1.34306, -0.17190], [-0.30560, -2.67396, -0.09280], [-0.49140, -2.88216, -2.46730], [-0.45360, -3.48466, -1.21170], [-0.26660, -3.09146, 0.90760], [-0.53510, -4.55986, -1.09500], [-0.37910, -1.50006, -2.55320], [-0.41030, -1.01396, -3.52110], [-0.60650, -3.47856, -3.36700], [0.07730, -0.00276, 1.54170], [2.81670, -0.14586, 1.06330], [-2.31920, 0.08264, 1.80070]],
  "forces_ev_per_a": [[0.6, 3.6, 3.0], [1.0, -3.2, 3.0], [0.0, -0.1, 0.0], [0.0, -0.1, -0.3], [0.0, -0.3, 0.0], [0.0, 0.1, 0.1], [0.0, 0.0, 0.0], [0.0, 0.3, -0.4], [0.1, 0.4, 0.0], [-0.1, -0.2, 0.1], [0.0, 0.0, 0.3], [0.0, -0.3, 0.4], [0.0, 0.1, -0.2], [0.0, -0.2, 0.0], [0.0, -0.1, 0.1], [0.0, 0.1, 0.2], [0.4, 0.6, -1.6], [0.0, 0.5, -0.4], [-0.1, -0.6, -0.3], [0.1, -0.6, -1.7], [0.0, -0.2, 0.0], [0.0, 0.0, 0.3], [0.0, 0.3, 0.0], [-0.1, -0.1, -0.2], [0.0, 0.2, 0.0], [0.0, 0.3, 0.4], [0.0, -0.1, 0.2], [0.0, 0.1, 0.1], [-3.4, -0.2, -2.5], [2.7, -0.2, -0.6], [-1.0, 0.0, -0.3]],
  "fmax_ev_per_a": 4.8,
  "de_lowest_ev": 0.448,
  "multiplicity": 1,
  "total_charge": 2
}

Number 1 is which compound?
C12H14Cl2FNO5S

Number 2 is which compound?
C12H14Cl3LiN2